Run a
Here is a molecular structure, C5H6N2 from the OMol25 dataset. Energies are from the ωB97M-V functional and the def2-TZVPD basis.

Summary:
gap between HOMO and LUMO: 0.359 hartree
HOMO energy: -8.9 eV

Last column: natural (NBO) charge in e.
Geometry (Å):
C (-1.408, -0.516, -0.021)  -0.44
C (-0.516, -0.002, -1.351)  -0.18
C (1.880, 0.587, 0.024)  0.19
C (0.447, 0.156, 1.704)  -0.14
C (-0.092, -0.351, 0.595)  0.12
H (-2.212, 0.166, 0.456)  0.23
H (-2.047, -1.447, -0.125)  0.23
H (-0.564, -0.757, -2.264)  0.20
H (-0.777, 0.997, -1.870)  0.20
H (2.403, 0.978, -0.734)  0.19
H (0.462, -0.456, 2.788)  0.22
N (0.604, 0.103, -0.483)  -0.40
N (1.820, 0.541, 1.282)  -0.42



Run b
Here is C5H6N2 in the gas phase from the OMol25 dataset. Energies are from the ωB97M-V functional and the def2-TZVPD basis.

Summary:
gap between HOMO and LUMO: 0.354 hartree
HOMO energy: -8.9 eV

Last column: natural (NBO) charge in e.
Geometry (Å):
C (0.286, -0.138, -2.461)  -0.46
C (0.165, 0.690, -1.433)  -0.01
N (-0.105, 0.275, -0.091)  -0.25
C (-0.067, -0.953, 0.535)  0.02
C (-0.180, -0.811, 1.982)  -0.37
C (-0.256, 0.626, 2.048)  -0.03
N (-0.318, 1.306, 0.925)  -0.25
H (0.318, 0.445, -3.399)  0.24
H (0.433, -1.262, -2.170)  0.21
H (-0.104, 1.827, -1.738)  0.24
H (0.067, -1.808, 0.031)  0.20
H (0.221, -1.423, 2.877)  0.25
H (-0.460, 1.226, 2.894)  0.21



Run c
Here is C5H6N2 in the gas phase from the OMol25 dataset. Energies are from the ωB97M-V functional and the def2-TZVPD basis.

Summary:
gap between HOMO and LUMO (alpha / beta): 0.284 / 0.284 hartree
HOMO energy (alpha / beta): -7.8 / -7.8 eV

Last column: natural (NBO) charge in e.
Geometry (Å):
C (0.061, 1.390, -1.397)  0.19
C (-0.423, -0.318, 1.443)  0.33
C (1.273, 0.769, -1.870)  -0.31
C (-0.882, 1.316, -0.387)  -0.24
C (-0.289, -1.719, 1.821)  -0.74
N (0.554, 1.947, -2.445)  -0.37
N (-0.642, 0.395, 0.514)  -0.19
H (2.062, 0.889, -1.271)  0.17
H (1.065, -0.269, -2.266)  0.16
H (-1.827, 1.921, -0.286)  0.23
H (0.815, -2.065, 1.967)  0.29
H (-1.106, -2.419, 1.314)  0.24
H (-0.660, -1.837, 2.864)  0.25



Run d
Here is C5H6N2 in the gas phase from the OMol25 dataset. Energies are from the ωB97M-V functional and the def2-TZVPD basis.

Summary:
gap between HOMO and LUMO: 0.395 hartree
HOMO energy: -9.8 eV

Last column: natural (NBO) charge in e.
Geometry (Å):
N (2.284, 0.164, 1.726)  -0.31
C (1.786, 0.211, 0.683)  0.26
C (1.133, 0.369, -0.603)  -0.22
C (-0.045, -0.426, -1.013)  -0.05
C (-0.834, -0.903, 0.198)  -0.44
C (-1.013, 0.602, 0.496)  -0.23
N (-0.187, 1.018, -0.684)  -0.34
H (1.807, 0.688, -1.393)  0.26
H (-0.199, -0.723, -2.044)  0.22
H (-1.752, -1.439, -0.049)  0.22
H (-0.270, -1.484, 0.934)  0.22
H (-2.032, 0.934, 0.289)  0.21
H (-0.677, 0.991, 1.461)  0.21



Q: Which of them is the least stable? A: run c.